[1]
{
  "formula": "C13H11ClN2",
  "method": "ωB97M-V/def2-TZVPD",
  "elements": ["Cl", "C", "C", "C", "C", "C", "C", "C", "C", "C", "C", "C", "C", "N", "N", "C", "H", "H", "H", "H", "H", "H", "H", "H", "H", "H", "H"],
  "coordinates": [[2.606, 0.908, -5.437], [-0.017, 1.294, 1.083], [0.492, 0.275, 0.144], [0.672, -0.905, 0.845], [0.345, -1.247, 3.385], [-0.119, -0.300, 4.294], [-0.043, 0.670, 2.300], [1.508, 1.877, -3.109], [1.537, -0.512, -3.404], [1.031, 1.728, -1.796], [1.043, -0.676, -2.086], [1.797, 0.773, -3.885], [0.860, 0.432, -1.249], [0.396, -0.614, 2.159], [-0.442, 0.904, 3.611], [-0.860, 2.147, 4.255], [-0.356, 2.284, 0.851], [1.089, -1.858, 0.463], [0.649, -2.287, 3.568], [-0.319, -0.453, 5.373], [1.702, 2.901, -3.429], [1.810, -1.370, -4.008], [0.890, 2.586, -1.160], [0.933, -1.685, -1.721], [-1.637, 1.985, 5.046], [-1.309, 2.800, 3.485], [0.028, 2.631, 4.710]],
  "atomic_forces_ev_per_a": [[-0.31, 0.21, 0.27], [0.63, -0.79, -1.33], [-0.67, 0.36, 1.54], [0.61, 0.09, -0.63], [-0.41, 0.70, 2.02], [-0.13, -0.88, -0.53], [-0.57, 1.03, -0.07], [-0.19, 0.85, 0.97], [-0.13, 0.32, 1.08], [0.47, -1.47, -0.64], [0.91, 0.59, -1.25], [0.03, -0.78, 0.07], [-0.40, 0.84, -1.01], [-0.19, -0.74, 0.44], [0.59, -1.99, 0.49], [0.12, 0.09, -0.18], [0.04, 0.18, -0.05], [-0.41, 0.86, 0.81], [-0.23, 0.83, -0.23], [0.20, 0.32, -1.03], [0.03, -0.38, -0.30], [-0.20, 0.07, 0.06], [-0.04, 0.16, -0.04], [-0.21, -0.05, 0.08], [0.73, -0.17, -0.74], [0.32, -0.24, 0.42], [-0.59, 0.00, -0.22]],
  "homo_lumo_gap_ev": 8.11,
  "relative_energy_kj_mol": 73.95,
  "lumo_ev": 0.76,
  "mol_weight_da": 230.70,
  "multiplicity": 1,
  "e_tot_ha": -1071.65418
}



[2]
{
  "formula": "C44H36BrN4O5Ru",
  "method": "ωB97M-V/def2-TZVPD",
  "elements": ["Ru", "O", "C", "C", "C", "C", "C", "C", "C", "C", "C", "O", "C", "C", "C", "C", "C", "C", "C", "C", "C", "C", "C", "C", "N", "C", "C", "C", "C", "C", "C", "C", "C", "C", "C", "C", "C", "H", "H", "H", "H", "H", "H", "H", "H", "H", "H", "H", "H", "H", "H", "H", "H", "H", "H", "H", "H", "H", "H", "H", "H", "H", "H", "H", "O", "C", "C", "C", "N", "C", "Br", "C", "H", "H", "H", "H", "O", "N", "N", "O", "C", "C", "C", "C", "C", "C", "H", "H", "H", "H", "H"],
  "coordinates": [[-0.527, -0.009, -0.197], [-0.392, -1.924, -0.127], [-0.041, -2.839, 0.871], [-0.330, -2.191, 2.237], [0.579, -1.038, 2.523], [1.450, -1.075, 3.599], [2.239, 0.024, 3.880], [2.092, 1.154, 3.105], [1.201, 1.139, 2.043], [1.031, 2.346, 1.182], [1.652, 2.085, -0.204], [0.890, 1.110, -0.872], [3.096, 1.626, -0.001], [3.432, 0.282, -0.076], [4.721, -0.140, 0.225], [5.689, 0.781, 0.600], [5.363, 2.128, 0.666], [4.075, 2.546, 0.366], [1.637, 3.343, -1.077], [2.273, 3.287, -2.316], [2.279, 4.381, -3.163], [1.660, 5.565, -2.777], [1.025, 5.631, -1.549], [1.002, 4.521, -0.711], [0.491, 0.042, 1.724], [-0.992, -4.036, 0.688], [-2.363, -3.782, 0.679], [-3.281, -4.804, 0.507], [-2.843, -6.112, 0.337], [-1.483, -6.376, 0.339], [-0.564, -5.346, 0.513], [1.412, -3.280, 0.723], [2.097, -3.889, 1.771], [3.384, -4.374, 1.595], [4.003, -4.269, 0.357], [3.325, -3.670, -0.695], [2.041, -3.175, -0.512], [-0.294, -2.918, 3.047], [-1.352, -1.811, 2.180], [1.494, -1.965, 4.211], [2.941, 0.003, 4.704], [2.670, 2.048, 3.293], [1.489, 3.211, 1.661], [-0.035, 2.538, 1.048], [2.678, -0.436, -0.368], [4.962, -1.194, 0.171], [6.695, 0.452, 0.832], [6.114, 2.857, 0.945], [3.828, 3.601, 0.412], [2.770, 2.370, -2.611], [2.779, 4.317, -4.122], [1.674, 6.427, -3.431], [0.527, 6.542, -1.242], [0.487, 4.601, 0.238], [-2.711, -2.764, 0.797], [-4.341, -4.581, 0.504], [-3.555, -6.915, 0.199], [-1.128, -7.389, 0.199], [0.492, -5.576, 0.494], [1.614, -4.014, 2.733], [3.900, -4.843, 2.423], [5.006, -4.651, 0.215], [3.798, -3.584, -1.666], [1.505, -2.717, -1.332], [-4.934, -3.386, -3.529], [-4.137, -2.553, -2.827], [-4.549, -1.907, -1.666], [-3.643, -1.093, -1.017], [-2.401, -0.901, -1.451], [-2.045, -1.494, -2.578], [-0.315, -1.058, -3.186], [-2.853, -2.335, -3.312], [-5.795, -3.456, -3.102], [-5.549, -2.041, -1.271], [-3.906, -0.567, -0.105], [-2.518, -2.803, -4.225], [-2.105, 1.038, 1.147], [-2.601, 2.153, 0.769], [-2.338, 2.438, -0.448], [-1.643, 1.659, -1.230], [-2.848, 3.663, -0.999], [-3.830, 4.384, -0.331], [-4.310, 5.549, -0.907], [-3.828, 5.978, -2.138], [-2.858, 5.235, -2.793], [-2.358, 4.071, -2.228], [-4.203, 4.034, 0.620], [-5.073, 6.119, -0.394], [-4.214, 6.885, -2.584], [-2.475, 5.565, -3.750], [-1.598, 3.477, -2.714]],
  "atomic_forces_ev_per_a": [[-0.42, 0.02, 0.84], [0.25, 0.02, -0.07], [-0.08, 0.08, 0.04], [0.04, -0.01, -0.14], [-0.18, 0.03, -0.05], [-0.05, 0.01, 0.06], [0.02, 0.01, 0.05], [-0.05, 0.02, 0.04], [-0.12, 0.04, -0.06], [0.00, -0.10, -0.12], [-0.26, -0.12, -0.05], [0.46, -0.13, -0.24], [0.03, -0.01, 0.09], [0.02, 0.00, -0.02], [0.01, 0.01, 0.01], [0.00, -0.04, -0.01], [-0.03, 0.03, -0.01], [0.04, 0.01, 0.05], [-0.12, -0.05, -0.03], [-0.03, -0.04, -0.02], [0.03, -0.01, 0.02], [-0.01, 0.01, -0.03], [-0.08, 0.00, -0.03], [0.04, 0.02, 0.05], [0.34, 0.11, -0.50], [-0.03, -0.01, 0.05], [0.01, 0.03, 0.01], [0.01, 0.01, -0.01], [0.02, -0.01, 0.00], [-0.02, 0.00, -0.01], [0.00, 0.03, -0.02], [-0.03, -0.06, 0.04], [-0.01, 0.01, 0.04], [0.00, 0.00, -0.01], [0.01, 0.02, 0.01], [0.02, 0.07, -0.01], [-0.03, 0.01, -0.01], [0.07, 0.01, 0.01], [-0.02, -0.02, 0.08], [0.00, -0.01, -0.03], [0.00, 0.00, -0.01], [-0.01, 0.00, 0.00], [0.06, -0.04, 0.02], [-0.01, 0.08, 0.02], [-0.06, -0.03, -0.01], [0.00, -0.04, -0.01], [-0.01, 0.00, 0.00], [0.00, 0.00, 0.00], [0.00, 0.00, 0.00], [-0.02, 0.00, 0.00], [-0.01, 0.00, 0.00], [0.00, -0.01, 0.01], [0.00, 0.01, 0.00], [-0.02, -0.01, -0.01], [0.00, -0.05, -0.01], [0.01, 0.00, 0.00], [0.00, 0.00, 0.00], [0.00, 0.01, 0.00], [0.02, 0.00, 0.02], [0.02, 0.01, -0.02], [0.00, 0.00, 0.00], [-0.01, 0.00, 0.00], [0.00, 0.00, 0.01], [-0.01, 0.03, -0.01], [-0.03, 0.01, 0.02], [0.00, -0.03, -0.04], [0.00, 0.01, 0.01], [-0.01, 0.08, 0.08], [0.25, -0.02, -0.22], [-0.03, 0.04, 0.00], [0.02, -0.12, -0.31], [-0.02, 0.00, 0.02], [0.02, 0.00, -0.01], [0.01, 0.01, 0.00], [0.01, -0.02, 0.01], [0.00, 0.01, 0.01], [-0.27, 0.02, 0.13], [0.00, -0.13, -0.11], [-0.08, 0.00, 0.00], [0.24, 0.23, 0.32], [0.00, -0.11, 0.07], [0.02, 0.05, 0.02], [-0.01, -0.01, 0.00], [-0.01, 0.01, 0.00], [0.06, 0.03, 0.01], [0.03, 0.01, -0.01], [0.00, 0.00, -0.01], [0.01, 0.00, 0.00], [0.01, -0.01, 0.00], [-0.01, 0.00, 0.00], [0.00, 0.00, 0.00]],
  "homo_lumo_gap_ev": [7.71, 8.01],
  "relative_energy_kj_mol": 0.00,
  "lumo_ev": [0.36, 0.42],
  "mol_weight_da": 881.77,
  "multiplicity": 2,
  "e_tot_ha": -4962.32640
}



[3]
{
  "formula": "C20H21N6O13",
  "method": "ωB97M-V/def2-TZVPD",
  "elements": ["N", "O", "O", "O", "C", "N", "O", "O", "H", "H", "H", "C", "N", "O", "O", "H", "H", "H", "C", "C", "C", "C", "C", "C", "N", "O", "O", "H", "H", "H", "H", "H", "C", "C", "C", "C", "C", "C", "N", "O", "O", "H", "H", "H", "H", "H", "C", "C", "C", "C", "C", "C", "N", "O", "O", "H", "H", "H", "H", "H"],
  "coordinates": [[0.575, 1.504, 0.263], [1.723, 1.999, 0.454], [0.299, 0.323, -0.013], [-0.359, 2.240, 0.608], [0.485, -0.765, 3.503], [1.174, 0.425, 4.072], [1.065, 1.509, 3.547], [1.987, 0.245, 4.992], [0.436, -1.033, 2.448], [-0.529, -0.689, 3.894], [1.041, -1.616, 3.898], [-4.776, 3.069, 0.480], [-3.701, 2.899, 1.497], [-2.753, 3.558, 1.289], [-3.778, 2.041, 2.386], [-5.435, 2.201, 0.466], [-4.336, 3.311, -0.487], [-5.312, 3.906, 0.927], [-3.620, 3.463, -4.018], [-2.628, 2.953, -3.181], [-2.156, 3.768, -2.154], [-2.713, 5.000, -2.005], [-3.680, 5.559, -2.902], [-4.168, 4.714, -3.819], [-2.113, 5.827, -0.899], [-2.680, 6.907, -0.578], [-1.190, 5.365, -0.181], [-4.075, 2.860, -4.791], [-2.073, 2.107, -3.559], [-1.371, 3.469, -1.474], [-4.217, 6.474, -2.700], [-4.922, 5.124, -4.474], [4.105, -0.469, 1.267], [3.229, -1.449, 0.734], [3.411, -2.765, 1.254], [4.399, -3.102, 2.262], [5.214, -2.095, 2.678], [5.058, -0.837, 2.245], [4.488, -4.509, 2.849], [3.601, -5.376, 2.523], [5.442, -4.811, 3.598], [3.984, 0.532, 0.879], [2.567, -1.221, -0.089], [2.719, -3.355, 0.671], [5.867, -2.316, 3.509], [5.727, -0.106, 2.675], [0.134, -3.488, -3.605], [0.406, -4.805, -3.255], [0.535, -5.160, -1.940], [0.333, -4.297, -0.916], [0.092, -2.923, -1.192], [0.067, -2.541, -2.559], [0.392, -4.804, 0.479], [0.874, -5.924, 0.729], [-0.113, -4.197, 1.367], [-0.171, -3.286, -4.621], [0.621, -5.477, -4.073], [0.865, -6.184, -1.846], [-0.002, -2.267, -0.339], [-0.039, -1.487, -2.772]],
  "atomic_forces_ev_per_a": [[-0.31, 2.00, 3.01], [0.31, -1.81, -1.41], [1.26, -1.03, -1.04], [-1.12, 0.42, -0.89], [-0.36, -1.42, 1.04], [2.64, 1.05, -0.96], [-0.98, -0.39, -0.05], [-1.20, -0.65, -0.29], [0.31, 1.68, -0.38], [0.04, -0.32, -0.02], [-0.39, 0.09, 0.59], [-0.92, -0.05, 0.91], [-0.30, -2.90, -0.01], [1.95, 1.94, 0.08], [-0.84, 0.85, -0.65], [0.26, 0.03, -0.01], [-0.01, -0.05, 0.34], [-0.30, 0.16, -0.57], [-0.21, -0.97, 0.34], [0.00, 0.99, -1.42], [0.19, -0.72, -0.13], [0.17, 1.99, -0.11], [0.91, -0.08, 3.31], [-0.52, -0.04, -1.57], [0.35, 0.87, 3.60], [0.74, -1.93, -1.54], [-2.13, 0.88, -2.83], [0.33, -0.21, -0.22], [-0.17, -0.51, 0.71], [0.15, -0.17, 0.15], [0.61, 0.34, 0.06], [-0.25, -0.37, -0.18], [-0.44, -0.84, -0.10], [2.90, -0.50, 2.15], [-0.15, 0.73, -0.52], [-2.74, -0.92, -2.12], [0.42, -1.97, 2.06], [-0.59, 2.52, -1.56], [-0.73, -2.45, -0.28], [2.48, 3.19, 0.74], [-1.79, 1.30, -1.50], [0.18, 0.28, 0.29], [-0.30, -0.03, 0.24], [0.31, -1.46, 0.86], [0.38, 0.02, -0.10], [-0.13, 0.32, -0.13], [-0.54, 0.06, 1.58], [0.05, 1.38, -1.07], [0.85, -2.21, -0.76], [-0.18, 1.77, 0.23], [0.63, -1.59, -0.61], [-0.37, -0.23, 0.67], [0.66, -3.03, 0.47], [0.01, 1.08, -1.77], [-0.96, 2.37, 0.63], [0.53, 0.52, -0.12], [-0.22, -0.48, 0.23], [-0.19, -0.09, 0.94], [-0.10, 0.54, -0.29], [-0.19, 0.07, -0.02]],
  "homo_lumo_gap_ev": 6.45,
  "total_charge": -1,
  "lumo_ev": 1.47,
  "mol_weight_da": 553.42,
  "multiplicity": 1,
  "e_tot_ha": -2080.76750
}



[4]
{
  "formula": "C21H44NO15",
  "method": "ωB97M-V/def2-TZVPD",
  "elements": ["C", "C", "C", "C", "C", "C", "N", "H", "H", "H", "H", "H", "H", "H", "H", "H", "H", "H", "H", "H", "H", "C", "O", "C", "O", "O", "C", "H", "H", "H", "H", "H", "H", "C", "O", "C", "O", "O", "C", "H", "H", "H", "H", "H", "H", "C", "O", "C", "O", "O", "C", "H", "H", "H", "H", "H", "H", "C", "O", "C", "O", "O", "C", "H", "H", "H", "H", "H", "H", "C", "O", "C", "O", "O", "C", "H", "H", "H", "H", "H", "H"],
  "coordinates": [[3.628, 5.817, 0.173], [4.380, 5.697, 1.489], [5.622, 4.823, 1.454], [5.289, 3.420, 0.960], [4.157, 2.754, 1.762], [3.030, 3.672, 2.248], [3.481, 5.082, 2.549], [4.350, 6.024, -0.617], [2.922, 6.647, 0.191], [3.094, 4.909, -0.101], [4.620, 6.696, 1.851], [6.021, 4.758, 2.474], [6.381, 5.300, 0.835], [5.034, 3.445, -0.101], [6.178, 2.796, 1.043], [3.679, 2.013, 1.120], [4.563, 2.195, 2.606], [2.619, 3.286, 3.180], [2.199, 3.729, 1.547], [2.661, 5.672, 2.696], [3.996, 5.078, 3.430], [-0.683, 4.536, 2.852], [-1.667, 3.693, 2.265], [-1.144, 2.877, 1.337], [0.031, 2.854, 1.036], [-2.098, 2.126, 0.839], [-1.681, 1.184, -0.169], [-1.172, 5.165, 3.588], [0.079, 3.909, 3.317], [-0.225, 5.149, 2.074], [-0.951, 0.489, 0.237], [-1.256, 1.705, -1.023], [-2.580, 0.654, -0.461], [5.921, -2.910, 1.924], [5.111, -1.838, 1.411], [5.557, -1.312, 0.276], [6.556, -1.624, -0.313], [4.710, -0.342, -0.098], [5.081, 0.317, -1.313], [5.431, -3.228, 2.837], [5.963, -3.727, 1.207], [6.929, -2.558, 2.130], [5.105, -0.374, -2.152], [6.055, 0.791, -1.207], [4.308, 1.064, -1.476], [-0.406, -3.740, -2.712], [-1.354, -3.223, -3.656], [-1.777, -1.988, -3.404], [-1.429, -1.304, -2.471], [-2.665, -1.655, -4.332], [-3.268, -0.366, -4.173], [-0.184, -4.746, -3.053], [0.496, -3.132, -2.708], [-0.837, -3.761, -1.712], [-2.510, 0.415, -4.203], [-3.813, -0.317, -3.232], [-3.956, -0.268, -5.005], [-8.769, -2.561, -2.470], [-7.780, -3.524, -2.082], [-6.609, -3.392, -2.697], [-6.323, -2.538, -3.499], [-5.785, -4.333, -2.238], [-4.492, -4.324, -2.850], [-9.651, -2.805, -1.887], [-8.428, -1.553, -2.243], [-8.980, -2.640, -3.534], [-4.014, -3.357, -2.707], [-4.565, -4.534, -3.915], [-3.916, -5.098, -2.352], [-2.432, -5.484, 3.440], [-2.281, -4.708, 2.244], [-3.341, -3.959, 1.943], [-4.357, -3.884, 2.583], [-3.083, -3.301, 0.811], [-4.162, -2.479, 0.351], [-1.501, -6.032, 3.547], [-2.595, -4.834, 4.298], [-3.270, -6.170, 3.345], [-4.408, -1.714, 1.085], [-5.042, -3.086, 0.143], [-3.798, -2.017, -0.563]],
  "atomic_forces_ev_per_a": [[0.05, 0.08, -0.02], [-0.10, 0.00, -0.07], [-0.14, -0.16, 0.11], [-0.02, -0.07, -0.03], [-0.02, 0.02, -0.14], [-0.13, -0.27, -0.04], [0.04, 0.05, 0.04], [-0.01, 0.02, -0.01], [-0.05, -0.05, 0.04], [0.04, -0.01, -0.01], [0.04, -0.04, 0.11], [0.14, 0.09, -0.07], [-0.01, -0.02, 0.00], [-0.02, 0.08, 0.02], [-0.01, -0.03, -0.06], [0.01, -0.13, 0.14], [0.08, 0.15, 0.05], [-0.07, 0.04, 0.00], [0.07, 0.10, -0.05], [-0.04, -0.05, -0.04], [0.02, 0.04, -0.02], [0.13, 0.01, -0.02], [0.11, -0.07, -0.19], [-0.02, 0.01, 0.14], [-0.03, 0.00, -0.05], [0.00, 0.02, -0.02], [-0.01, -0.12, -0.09], [-0.14, -0.10, -0.02], [0.04, 0.15, 0.13], [0.03, 0.08, 0.08], [0.00, 0.01, 0.02], [0.00, 0.02, 0.01], [0.00, 0.00, 0.00], [-0.02, 0.00, 0.01], [-0.01, -0.02, 0.00], [0.07, 0.10, 0.02], [-0.03, -0.03, -0.01], [-0.01, -0.01, 0.01], [-0.08, 0.13, 0.00], [0.00, -0.01, 0.00], [0.00, 0.00, -0.01], [0.00, 0.01, -0.01], [0.03, -0.07, 0.05], [0.02, -0.03, -0.03], [0.01, 0.00, -0.03], [-0.03, -0.01, 0.01], [0.06, -0.01, -0.01], [-0.11, -0.09, 0.07], [-0.02, 0.13, 0.03], [0.05, 0.00, -0.03], [-0.02, -0.01, 0.01], [0.01, 0.00, 0.00], [0.00, 0.01, 0.00], [0.00, 0.01, 0.00], [0.01, 0.00, 0.00], [-0.01, -0.01, 0.00], [-0.01, 0.01, 0.01], [-0.01, -0.02, 0.01], [-0.02, -0.04, -0.06], [0.10, 0.19, 0.21], [-0.02, -0.04, -0.05], [-0.05, -0.08, -0.09], [0.14, 0.00, 0.05], [-0.01, 0.01, 0.00], [0.01, 0.00, 0.00], [0.00, 0.00, 0.00], [-0.02, 0.01, -0.05], [-0.01, 0.04, -0.01], [-0.06, -0.03, 0.02], [0.02, -0.01, -0.01], [-0.01, 0.00, 0.00], [-0.01, 0.00, 0.01], [0.01, 0.01, 0.00], [0.01, -0.01, -0.02], [0.02, 0.06, -0.13], [0.00, -0.01, 0.01], [-0.01, 0.00, 0.00], [-0.01, 0.00, 0.00], [0.00, -0.04, 0.05], [-0.01, 0.00, 0.03], [0.01, 0.00, 0.00]],
  "homo_lumo_gap_ev": 9.20,
  "total_charge": 1,
  "lumo_ev": -3.01,
  "mol_weight_da": 550.58,
  "multiplicity": 1,
  "e_tot_ha": -2009.74118
}